# 1
Here is C36H45BrFeN8O3S as an isolated structure in a non-equilibrium geometry from the OMol25 dataset. Energies are from ωB97M-V/def2-TZVPD.

XYZ file:
```
95
Properties=species:S:1:pos:R:3:mulliken_charge:R:1
Fe -0.034 -0.029 0.284 0.850
C -1.056 -0.177 4.584 -2.199
C -1.373 -0.333 3.122 0.763
O -0.482 -0.704 2.361 -0.252
C -2.715 -0.086 2.614 0.577
C -3.815 -0.059 3.487 -1.044
C -5.102 0.049 3.020 -0.979
C -5.309 0.148 1.641 -0.786
C -4.247 0.145 0.766 -0.623
C -2.919 0.045 1.223 0.054
O -1.949 0.132 0.334 1.052
H 0.023 -0.214 4.710 0.368
H -1.507 -0.986 5.163 0.520
H -1.441 0.770 4.963 0.459
H -3.645 -0.154 4.552 0.442
H -5.940 0.042 3.704 0.423
H -6.317 0.237 1.254 0.459
H -4.403 0.217 -0.304 0.514
C 5.233 -2.061 -0.199 -0.548
C 5.345 -0.613 -0.660 -0.840
N 4.874 0.346 0.344 0.186
C 5.864 0.903 1.280 -0.635
C 5.868 0.212 2.638 -0.984
C 3.580 0.640 0.498 0.315
S 2.442 -0.043 -0.621 -0.319
N 3.290 1.528 1.465 -0.304
C 2.057 1.675 1.896 -0.820
O 1.081 0.925 1.622 0.811
C 1.790 2.794 2.846 0.594
C 0.471 3.086 3.188 0.195
C 0.190 4.111 4.077 -1.417
C 1.230 4.844 4.638 -0.535
C 2.546 4.552 4.303 -0.782
C 2.827 3.530 3.407 -0.498
H 5.474 -2.732 -1.026 0.384
H 4.215 -2.272 0.128 -0.071
H 5.919 -2.272 0.622 0.341
H 4.765 -0.470 -1.568 0.428
H 6.381 -0.362 -0.881 0.413
H 5.646 1.961 1.406 0.368
H 6.838 0.805 0.805 0.407
H 4.906 0.343 3.132 0.212
H 6.644 0.646 3.269 0.375
H 6.066 -0.855 2.537 0.288
H -0.323 2.497 2.744 0.579
H -0.836 4.336 4.340 0.478
H 1.014 5.642 5.336 0.425
H 3.355 5.120 4.743 0.439
H 3.847 3.288 3.142 0.480
C -3.028 -4.311 -1.697 -0.766
C -2.751 -2.917 -2.213 -0.592
N -1.914 -2.224 -1.251 0.626
C -0.936 -2.802 -0.519 -0.494
N -0.061 -2.043 0.113 1.092
C 0.981 -2.677 0.928 -0.802
C 0.524 -4.001 1.495 -0.940
C 0.065 -4.869 0.346 -0.648
N -0.935 -4.160 -0.444 0.216
C -1.702 -4.971 -1.386 -0.594
H -3.581 -4.896 -2.430 0.396
H -3.622 -4.245 -0.782 0.303
H -3.676 -2.354 -2.334 0.360
H -2.259 -2.968 -3.192 0.296
H -1.929 -1.220 -1.229 -0.382
H 1.250 -1.988 1.725 0.276
H 1.870 -2.831 0.305 0.185
H -0.299 -3.839 2.196 0.284
H 1.342 -4.490 2.025 0.415
H -0.401 -5.783 0.714 0.520
H 0.918 -5.151 -0.283 0.242
H -1.861 -5.946 -0.928 0.395
H -1.125 -5.124 -2.305 0.242
Br 1.495 -2.615 -2.718 -0.006
C 0.586 -1.060 -3.316 0.391
C 0.572 -0.859 -4.689 -0.895
C -0.086 0.249 -5.184 -0.364
C -0.717 1.099 -4.292 -1.121
C -0.661 0.802 -2.946 -0.170
N -0.007 -0.260 -2.439 0.581
H 1.065 -1.566 -5.341 0.483
H -0.105 0.441 -6.249 0.434
H -1.250 1.977 -4.630 0.487
H -1.149 1.433 -2.220 0.246
C -2.681 3.062 -0.024 -1.284
C -1.203 3.233 -0.066 0.216
N -0.277 2.327 -0.351 0.511
C 0.925 3.022 -0.418 -0.708
C 0.722 4.329 -0.150 -1.092
N -0.631 4.448 0.074 0.076
H -2.930 2.023 -0.185 -0.172
H -3.143 3.666 -0.808 0.485
H -3.096 3.384 0.933 0.396
H 1.843 2.520 -0.670 0.667
H 1.395 5.167 -0.100 0.415
H -1.122 5.296 0.299 0.226
```

Output
- DFT total energy: -6298.439588 a.u.
- M: 805.6 g/mol
- Relative energy (zero: lowest compared OMol25 entry of this formula, charge and spin): 10.03 kcal/mol
- LUMO energy (spin up / spin down): -1.939 / -3.166 eV
- Largest force on an atom: 1.00 eV Å⁻¹
- Spin multiplicity: 6
- HOMO-LUMO gap (spin up / spin down): 8.55 / 7.31 eV
- Charge: +1
- Highest occupied orbital energy (spin up / spin down): -0.3854 / -0.3850 Eh

***

# 2
Here is a 4-piece molecular cluster, C36H45F12NO10S2 overall in a non-equilibrium geometry from the OMol25 dataset. Energies are from ωB97M-V/def2-TZVPD.

XYZ file:
```
106
Properties=species:S:1:pos:R:3:mulliken_charge:R:1
C 1.901 -0.473 0.235 -1.046
C 0.680 -1.502 0.261 0.967
C 0.838 -2.964 -0.244 0.747
C 2.171 -3.591 -0.872 -0.769
C 2.890 -2.673 -1.977 -0.376
C 1.904 -1.997 -3.043 -0.092
O 2.551 -0.798 -3.605 -0.578
C -0.410 -3.908 -0.179 -0.884
C -1.794 -3.448 0.411 -0.852
C -1.896 -1.993 0.917 0.788
C -0.680 -0.993 0.831 -1.161
N -0.799 0.413 1.279 1.104
C -1.531 1.248 0.278 0.814
F -0.556 2.168 -0.245 -0.275
F -1.999 0.520 -0.842 -0.247
F -2.659 1.919 0.820 -0.244
C -1.378 0.538 2.635 -0.407
C -0.591 1.433 3.666 0.278
O 0.613 2.028 3.215 -0.282
C 0.913 3.268 3.904 -0.635
C 0.003 4.518 3.477 0.623
C -0.512 4.492 1.959 -0.833
C 0.755 5.951 3.688 0.310
C 1.237 6.153 5.216 -1.117
C 2.053 6.132 2.760 -1.336
C -1.198 1.535 5.085 -0.714
C -2.527 0.792 5.480 0.412
C -2.999 0.978 7.018 -0.823
S -1.712 0.029 8.026 0.829
O -0.663 0.976 8.605 -0.592
O -0.945 -0.918 7.106 -0.533
C -3.321 -0.102 4.461 -1.045
C -2.705 -0.207 3.040 0.787
S -3.440 -1.254 1.675 -0.289
H 1.714 0.285 1.087 0.098
H 2.851 -1.049 0.557 0.336
H 2.087 0.023 -0.775 0.107
H 2.889 -3.871 -0.011 0.281
H 1.878 -4.591 -1.377 0.315
H 3.555 -1.917 -1.409 0.190
H 3.629 -3.351 -2.546 0.344
H 1.740 -2.710 -3.923 0.169
H 0.908 -1.633 -2.615 0.074
H 3.221 -0.465 -2.970 0.350
H -0.291 -4.984 -0.573 0.258
H -2.697 -4.144 0.456 0.322
H 1.998 3.541 3.606 0.092
H 0.949 3.164 5.055 0.214
H -0.933 4.584 4.157 0.149
H -1.245 5.374 1.809 0.361
H -1.113 3.534 1.817 -0.048
H 0.308 4.548 1.170 0.201
H 0.058 6.839 3.449 0.368
H 2.175 6.807 5.321 0.338
H 1.427 5.174 5.780 0.235
H 0.401 6.696 5.791 0.294
H 2.936 5.475 3.106 0.280
H 2.427 7.225 2.812 0.381
H 1.891 5.905 1.654 0.296
H -0.679 2.155 5.889 0.221
H -4.005 0.487 7.236 0.448
H -2.956 2.089 7.265 0.349
H -2.296 -0.773 9.007 0.188
H -4.290 -0.650 4.745 0.243
C -3.546 -1.740 -5.200 -0.707
C -2.215 -2.070 -5.848 -0.247
O -1.488 -3.029 -5.062 -0.290
C -1.868 -4.315 -5.196 0.348
O -2.759 -4.690 -5.915 -0.533
C -0.986 -5.221 -4.342 0.809
F -0.819 -4.744 -3.090 -0.144
F 0.252 -5.358 -4.866 -0.266
F -1.483 -6.465 -4.212 -0.266
H -3.397 -1.405 -4.171 0.256
H -4.056 -0.968 -5.751 0.004
H -4.194 -2.619 -5.158 0.442
H -1.598 -1.170 -5.894 0.356
H -2.342 -2.427 -6.874 0.292
C -6.889 4.680 -5.330 -1.103
C -6.033 3.981 -4.291 -0.209
O -5.550 2.723 -4.790 -0.299
C -4.489 2.785 -5.620 0.049
O -3.948 3.807 -5.955 -0.515
C -4.054 1.382 -6.035 1.219
F -5.099 0.612 -6.414 -0.304
F -3.435 0.728 -5.021 -0.253
F -3.193 1.386 -7.069 -0.250
H -7.700 4.026 -5.660 0.305
H -7.316 5.599 -4.923 0.370
H -6.304 4.935 -6.217 0.317
H -6.637 3.758 -3.410 0.312
H -5.201 4.611 -3.961 0.319
C 7.441 -4.434 2.479 -1.118
C 8.099 -5.183 1.336 -0.183
O 7.342 -5.035 0.125 -0.316
C 7.513 -3.874 -0.541 0.252
O 8.241 -2.986 -0.179 -0.510
C 6.689 -3.869 -1.825 1.002
F 5.421 -4.292 -1.628 -0.241
F 7.218 -4.678 -2.767 -0.260
F 6.597 -2.647 -2.382 -0.252
H 6.402 -4.753 2.597 0.298
H 7.975 -4.610 3.414 0.372
H 7.423 -3.359 2.288 0.320
H 8.121 -6.251 1.564 0.318
H 9.134 -4.865 1.186 0.319
```

Output
- DFT total energy: -4200.287041 a.u.
- M: 943.9 g/mol
- Relative energy (zero: lowest compared OMol25 entry of this formula, charge and spin): 293.46 kcal/mol
- LUMO energy: -0.368 eV
- Largest force on an atom: 7.34 eV Å⁻¹
- HOMO-LUMO gap: 7.83 eV
- SMILES: Cc1c(CCCO)ccc2c1N(C(F)(F)F)c1c(OC[C@H](C)C(C)C)cc(C[SH](=O)=O)cc1S2.CCOC(=O)C(F)(F)F.CCOC(=O)C(F)(F)F.CCOC(=O)C(F)(F)F
- Highest occupied orbital energy: -0.3015 Eh

***

# 3
Here is a 9-piece molecular cluster, C36H45F27O18 overall in a non-equilibrium geometry from the OMol25 dataset. Energies are from ωB97M-V/def2-TZVPD.

XYZ file:
```
126
Properties=species:S:1:pos:R:3:mulliken_charge:R:1
C 19.529 13.266 8.902 -0.632
C 18.809 11.889 8.929 -0.503
O 18.419 11.387 10.183 -0.198
C 19.280 10.703 10.932 0.474
O 20.478 10.588 10.719 -0.584
C 18.698 10.224 12.321 0.782
F 19.422 10.712 13.354 -0.225
F 17.464 10.722 12.482 -0.205
F 18.619 8.885 12.333 -0.263
H 20.477 13.226 9.440 0.210
H 18.984 14.028 9.459 -0.110
H 19.826 13.748 7.971 0.477
H 19.497 11.210 8.425 0.431
H 17.865 11.935 8.386 0.402
C 24.803 14.153 16.653 -1.647
C 24.450 14.850 15.376 0.610
O 25.125 16.115 15.223 -0.272
C 24.955 16.896 14.121 0.441
O 24.307 16.558 13.099 -0.573
C 25.691 18.255 14.267 0.869
F 24.796 19.195 13.999 -0.240
F 26.218 18.432 15.487 -0.228
F 26.609 18.348 13.302 -0.249
H 24.011 13.475 16.972 0.389
H 24.872 14.889 17.454 0.407
H 25.819 13.767 16.731 0.382
H 23.379 14.956 15.206 -0.077
H 24.788 14.164 14.600 0.221
C 23.967 12.091 11.559 -0.642
C 24.475 11.162 12.722 -0.363
O 25.912 11.121 12.737 -0.234
C 26.614 10.328 13.688 0.338
O 26.060 9.669 14.572 -0.527
C 28.176 10.478 13.540 0.858
F 28.485 11.458 12.697 -0.220
F 28.677 10.785 14.736 -0.247
F 28.756 9.332 13.155 -0.242
H 24.221 13.098 11.888 0.185
H 22.890 12.113 11.387 -0.008
H 24.475 11.829 10.631 0.386
H 24.149 10.140 12.529 0.426
H 24.110 11.333 13.735 0.304
C 17.597 17.740 8.370 -1.336
C 16.272 17.296 9.016 0.084
O 15.468 16.543 8.083 -0.256
C 15.373 15.164 8.195 0.288
O 16.023 14.499 8.955 -0.497
C 14.311 14.490 7.271 0.870
F 14.874 13.392 6.766 -0.235
F 13.269 14.106 8.044 -0.203
F 13.884 15.315 6.269 -0.246
H 18.334 16.944 8.262 0.229
H 18.039 18.562 8.932 0.405
H 17.395 17.983 7.327 0.378
H 15.741 18.240 9.137 0.316
H 16.393 16.931 10.036 0.157
C 12.413 8.168 13.946 -1.004
C 12.606 8.212 12.416 -0.278
O 13.141 9.517 12.131 -0.223
C 12.315 10.505 11.746 -0.023
O 11.096 10.396 11.645 -0.563
C 13.044 11.823 11.356 1.274
F 12.993 11.968 10.045 -0.284
F 12.561 12.925 11.952 -0.242
F 14.347 11.761 11.652 -0.250
H 11.866 9.090 14.142 0.281
H 13.292 8.222 14.588 0.308
H 11.725 7.341 14.123 0.347
H 11.673 8.059 11.874 0.354
H 13.348 7.452 12.170 0.287
C 18.827 21.017 16.701 -0.987
C 19.655 20.510 17.866 -0.272
O 20.249 19.209 17.612 -0.238
C 21.386 19.023 16.873 0.051
O 22.037 19.913 16.384 -0.513
C 21.911 17.605 16.766 1.121
F 21.089 16.723 17.365 -0.241
F 21.953 17.292 15.394 -0.236
F 23.175 17.562 17.295 -0.227
H 19.370 20.929 15.760 0.300
H 18.449 22.022 16.890 0.384
H 17.959 20.359 16.646 0.183
H 19.107 20.515 18.808 0.401
H 20.290 21.374 18.061 0.293
C 10.340 19.437 9.953 -1.156
C 10.517 18.035 9.299 -0.170
O 11.091 17.367 10.394 -0.295
C 12.411 17.036 10.393 0.209
O 13.168 17.334 9.515 -0.526
C 12.883 16.135 11.568 0.988
F 11.786 15.763 12.260 -0.277
F 13.604 15.063 11.199 -0.120
F 13.664 16.829 12.368 -0.244
H 11.293 19.927 10.153 0.296
H 9.814 19.505 10.906 0.322
H 9.757 20.163 9.387 0.407
H 11.146 18.111 8.412 0.259
H 9.585 17.550 9.006 0.301
C 17.063 16.154 16.624 -0.945
C 16.137 16.552 17.802 -0.318
O 14.781 16.119 17.661 -0.292
C 13.944 16.828 16.884 0.477
O 14.313 17.778 16.138 -0.551
C 12.450 16.392 17.059 0.774
F 11.826 16.366 15.887 -0.209
F 12.321 15.240 17.660 -0.237
F 11.691 17.279 17.769 -0.269
H 18.092 16.463 16.807 0.255
H 16.691 16.590 15.697 0.300
H 17.044 15.081 16.432 0.379
H 16.087 17.632 17.935 0.315
H 16.561 16.138 18.717 0.329
C 16.474 13.974 12.984 -1.179
C 17.329 13.941 11.699 0.456
O 18.672 13.761 12.124 0.041
C 19.541 14.819 12.145 -0.007
O 19.318 15.905 11.609 -0.566
C 20.946 14.453 12.660 1.076
F 21.053 13.241 13.263 -0.208
F 21.729 14.462 11.519 -0.236
F 21.385 15.359 13.504 -0.220
H 16.551 13.020 13.506 0.351
H 15.433 14.066 12.675 0.043
H 16.553 14.831 13.652 0.276
H 17.130 14.661 10.906 -0.036
H 17.016 13.004 11.237 0.150
```

Output
- DFT total energy: -5449.487768 a.u.
- M: 1278.7 g/mol
- Relative energy (zero: lowest compared OMol25 entry of this formula, charge and spin): 107.44 kcal/mol
- LUMO energy: 0.357 eV
- Largest force on an atom: 4.82 eV Å⁻¹
- HOMO-LUMO gap: 11.35 eV
- SMILES: CCOC(=O)C(F)(F)F.CCOC(=O)C(F)(F)F.CCOC(=O)C(F)(F)F.CCOC(=O)C(F)(F)F.CCOC(=O)C(F)(F)F.CCOC(=O)C(F)(F)F.CCOC(=O)C(F)(F)F.CCOC(=O)C(F)(F)F.CCOC(=O)C(F)(F)F
- Highest occupied orbital energy: -0.4041 Eh

***

# 4
Here is C36H45GaN5P2Se as an isolated structure in a non-equilibrium geometry from the OMol25 dataset. Energies are from ωB97M-V/def2-TZVPD.

XYZ file:
```
90
Properties=species:S:1:pos:R:3:mulliken_charge:R:1
Ga -0.361 -0.189 -0.022 0.414
C 2.754 -1.533 -1.874 -1.562
C 1.892 -2.731 -1.456 1.006
C 2.668 -4.043 -1.561 -1.613
P 1.125 -2.339 0.183 0.637
C 0.859 -3.990 0.975 0.429
C 0.695 -3.984 2.491 -1.275
C -0.293 -4.732 0.283 -1.395
C 2.344 -1.567 1.242 -0.128
C 3.499 -2.254 1.644 -0.293
C 4.310 -1.777 2.651 -0.917
C 3.913 -0.612 3.312 -0.914
C 2.785 0.082 2.928 -0.570
C 1.993 -0.338 1.839 0.233
N 0.900 0.409 1.393 0.496
C 0.941 1.820 1.502 -0.122
C 2.141 2.539 1.524 -0.376
C 2.152 3.921 1.581 -1.108
C 0.965 4.646 1.575 -0.933
C -0.223 3.954 1.473 -0.294
C -0.254 2.556 1.443 -0.380
P -1.770 1.642 1.096 0.823
C -2.718 1.597 2.682 1.153
C -4.128 1.018 2.511 -1.279
C -2.758 2.914 3.459 -1.455
C -2.669 2.599 -0.210 1.011
C -3.622 3.710 0.234 -1.543
C -3.397 1.626 -1.149 -1.091
H 2.961 -1.573 -2.946 0.429
H 3.706 -1.546 -1.341 0.426
H 2.284 -0.569 -1.654 0.269
H 1.045 -2.794 -2.146 0.149
H 3.507 -4.080 -0.863 0.242
H 3.088 -4.129 -2.567 0.500
H 2.042 -4.920 -1.393 0.365
H 1.793 -4.509 0.750 0.878
H -0.285 -3.616 2.784 0.153
H 1.459 -3.394 2.999 0.284
H 0.774 -5.013 2.852 0.462
H -1.260 -4.338 0.610 0.104
H -0.271 -5.792 0.541 0.503
H -0.251 -4.660 -0.808 0.280
H 3.750 -3.197 1.168 0.225
H 5.210 -2.304 2.938 0.487
H 4.496 -0.242 4.148 0.417
H 2.504 0.977 3.467 0.668
H 3.081 2.004 1.475 0.584
H 3.103 4.440 1.599 0.420
H 0.971 5.727 1.613 0.436
H -1.149 4.511 1.404 0.139
H -2.127 0.895 3.273 0.213
H -4.807 1.758 2.089 0.248
H -4.530 0.733 3.486 0.436
H -4.157 0.135 1.873 0.115
H -3.379 3.660 2.964 0.255
H -1.766 3.332 3.616 0.282
H -3.198 2.725 4.443 0.489
H -1.849 3.061 -0.765 -0.075
H -4.453 3.331 0.828 0.274
H -4.049 4.177 -0.657 0.457
H -3.127 4.495 0.801 0.329
H -4.239 1.141 -0.644 0.310
H -2.729 0.852 -1.530 -0.115
H -3.793 2.166 -2.012 0.509
C -3.567 -2.556 4.050 -0.711
C -4.294 -2.927 2.919 -0.722
C -3.814 -2.636 1.658 -0.137
C -2.602 -1.964 1.537 -0.491
C -1.875 -1.586 2.653 0.197
C -2.360 -1.890 3.917 -0.742
N -2.038 -1.641 0.247 1.544
N -2.505 -2.250 -0.701 -0.944
C -1.895 -1.937 -1.965 -0.107
C -2.371 -2.599 -3.067 -0.610
C -1.771 -2.328 -4.293 -0.582
C -0.739 -1.411 -4.341 -0.930
C -0.334 -0.783 -3.169 -0.450
N -0.904 -1.057 -1.997 0.042
H -3.950 -2.787 5.036 0.462
H -5.240 -3.442 3.027 0.468
H -4.370 -2.909 0.771 0.496
H -0.927 -1.071 2.540 0.169
H -1.793 -1.604 4.795 0.482
H -3.188 -3.300 -2.955 0.590
H -2.112 -2.823 -5.192 0.444
H -0.249 -1.165 -5.273 0.500
H 0.445 -0.036 -3.158 0.498
Se 0.790 3.943 -2.246 -0.077
C 0.410 2.348 -1.628 0.186
N 0.135 1.275 -1.242 0.326
```

Output
- DFT total energy: -6681.368116 a.u.
- M: 758.4 g/mol
- Relative energy (zero: lowest compared OMol25 entry of this formula, charge and spin): 0.00 kcal/mol
- LUMO energy: -4.317 eV
- Largest force on an atom: 1.32 eV Å⁻¹
- HOMO-LUMO gap: 5.43 eV
- Charge: +1
- Highest occupied orbital energy: -0.3581 Eh